Entry 1:
ORCA calculation (ωB97M-V/def2-TZVPD) on a cluster of 8 separate species, C23H65N13O11 in total.

Summary:
HOMO level in eV: -8.687
Relative energy (zero: lowest compared OMol25 entry of this formula, charge and spin) in eV: 1.957
Structure (SMILES): COCCNCCOC.COCCNCCOC.COCCNCCOC.NC(N)=O.NC(N)=O.NC(N)=O.NC(N)=O.NC(N)=O
E_LUMO in Ha: 0.01145

Last column: Löwdin charge in e.
Element x y z (Å)
C  1.834  -9.211  1.532  -0.09
O  1.846  -8.589  0.245  -0.18
C  3.134  -8.487  -0.292  -0.30
C  3.225  -7.699  -1.525  -0.22
N  2.935  -6.248  -1.314  -0.03
C  2.880  -5.524  -2.619  -0.20
C  2.544  -4.080  -2.451  -0.25
O  1.265  -3.922  -1.870  -0.18
C  1.046  -2.625  -1.322  -0.10
H  2.321  -10.185  1.480  0.09
H  0.846  -9.374  1.963  0.08
H  2.318  -8.493  2.194  0.09
H  3.340  -9.522  -0.566  0.12
H  3.980  -8.300  0.369  0.13
H  2.560  -8.228  -2.208  0.12
H  4.237  -7.835  -1.908  0.12
H  2.056  -6.189  -0.820  0.10
H  2.006  -5.927  -3.131  0.12
H  3.763  -5.708  -3.231  0.12
H  2.611  -3.544  -3.398  0.12
H  3.239  -3.572  -1.782  0.12
H  0.069  -2.702  -0.844  0.08
H  1.002  -1.819  -2.055  0.08
H  1.786  -2.316  -0.584  0.07
C  -2.552  6.458  0.409  -0.13
O  -1.186  6.603  0.193  -0.17
C  -0.450  5.668  0.980  -0.20
C  1.074  5.889  0.774  -0.19
N  1.404  5.571  -0.603  -0.10
C  2.869  5.412  -0.890  -0.17
C  3.095  5.159  -2.351  -0.21
O  4.495  5.026  -2.717  -0.18
C  4.687  5.092  -4.094  -0.14
H  -3.079  7.161  -0.236  0.09
H  -2.808  6.709  1.438  0.08
H  -2.929  5.437  0.338  0.07
H  -0.736  4.633  0.796  0.10
H  -0.593  5.880  2.039  0.12
H  1.569  5.227  1.484  0.11
H  1.527  6.830  1.088  0.12
H  0.915  6.209  -1.214  0.12
H  3.221  4.536  -0.345  0.12
H  3.375  6.289  -0.488  0.12
H  2.605  5.959  -2.906  0.12
H  2.618  4.253  -2.723  0.11
H  4.024  4.418  -4.637  0.08
H  5.693  4.869  -4.449  0.09
H  4.459  6.096  -4.453  0.08
C  -5.518  2.724  1.881  -0.10
O  -4.976  2.149  0.703  -0.19
C  -3.577  2.122  0.588  -0.20
C  -2.907  1.282  1.670  -0.20
N  -3.153  -0.153  1.515  -0.05
C  -2.553  -0.897  2.589  -0.19
C  -2.434  -2.420  2.271  -0.23
O  -3.520  -3.026  1.642  -0.22
C  -3.200  -4.184  0.827  -0.07
H  -5.104  3.707  2.103  0.08
H  -5.278  2.108  2.748  0.08
H  -6.593  2.881  1.792  0.09
H  -3.206  3.147  0.597  0.10
H  -3.422  1.723  -0.414  0.12
H  -3.129  1.681  2.660  0.11
H  -1.847  1.509  1.555  0.09
H  -4.147  -0.332  1.548  0.12
H  -3.168  -0.828  3.486  0.12
H  -1.560  -0.501  2.802  0.10
H  -2.387  -3.102  3.119  0.12
H  -1.486  -2.526  1.744  0.11
H  -2.749  -3.841  -0.104  0.07
H  -4.131  -4.724  0.658  0.09
H  -2.488  -4.819  1.355  0.08
N  2.719  0.546  2.792  0.17
C  2.341  -0.689  2.577  -0.74
N  2.760  -1.470  3.545  0.17
O  1.547  -1.021  1.684  0.00
H  3.455  0.715  3.462  0.12
H  2.237  1.256  2.260  0.07
H  3.401  -1.112  4.238  0.11
H  2.502  -2.432  3.374  0.12
N  0.562  1.517  -4.708  0.18
C  -0.249  0.830  -3.970  -0.70
N  -1.019  0.141  -4.741  0.20
O  -0.305  0.936  -2.738  -0.02
H  0.437  1.402  -5.704  0.12
H  1.313  2.086  -4.348  0.12
H  -1.712  -0.466  -4.326  0.08
H  -0.737  -0.097  -5.681  0.12
N  -2.319  -0.795  -1.261  0.19
C  -3.243  -1.298  -2.057  -0.75
N  -4.233  -1.861  -1.404  0.18
O  -3.177  -1.336  -3.270  0.01
H  -2.378  -1.052  -0.286  0.07
H  -1.586  -0.261  -1.705  0.06
H  -4.336  -1.813  -0.401  0.09
H  -4.925  -2.179  -2.068  0.12
N  0.231  0.913  -0.062  0.20
C  0.595  2.083  0.265  -0.73
N  0.435  2.887  -0.789  0.20
O  0.992  2.382  1.381  -0.02
H  0.357  0.206  0.648  0.08
H  -0.009  0.609  -0.994  0.06
H  0.172  2.379  -1.621  0.07
H  0.814  3.822  -0.739  0.05
N  -0.122  0.731  4.521  0.17
C  -0.929  1.786  4.600  -0.71
N  -0.639  2.762  3.695  0.16
O  -1.805  1.918  5.471  -0.01
H  0.608  0.668  3.826  0.07
H  -0.199  0.044  5.257  0.12
H  -1.056  3.676  3.797  0.10
H  -0.103  2.620  2.850  0.04

Entry 2:
ORCA calculation (ωB97M-V/def2-TZVPD) on a cluster of 2 separate species, C6H16 in total.

Summary:
HOMO level in eV: -10.694
Relative energy (zero: lowest compared OMol25 entry of this formula, charge and spin) in eV: 2.644
Structure (SMILES): CCC.CCC
E_LUMO in Ha: 0.04071

Last column: Löwdin charge in e.
Element x y z (Å)
C  1.897  0.099  2.194  -0.13
C  1.509  0.490  0.795  -0.33
C  0.956  1.879  0.707  -0.14
H  1.098  0.620  2.831  0.09
H  1.901  -0.929  2.461  0.05
H  2.840  0.381  2.650  0.07
H  0.902  -0.158  0.236  0.03
H  2.516  0.399  0.201  0.14
H  0.261  2.448  1.307  0.08
H  0.218  1.934  -0.095  0.05
H  1.659  2.536  0.183  0.07
C  -0.993  -1.288  -2.394  -0.13
C  -1.836  -0.383  -1.561  -0.31
C  -1.661  -0.717  -0.062  -0.15
H  0.116  -1.257  -1.845  0.13
H  -1.304  -2.301  -2.263  0.06
H  -1.018  -1.160  -3.426  0.04
H  -2.919  -0.552  -1.773  0.11
H  -1.500  0.635  -1.520  0.08
H  -0.937  -1.532  0.292  0.09
H  -2.532  -1.113  0.443  0.06
H  -1.174  -0.031  0.639  0.04